1.
Here is C6H11N in the gas phase in a non-equilibrium geometry from the OMol25 dataset. Energies are from ωB97M-V with the def2-TZVPD basis set.

XYZ file:
```
18
Properties=species:S:1:pos:R:3:mulliken_charge:R:1
C 3.6176 -0.9416 0.4578 -0.2585
N 2.6722 -0.5011 -0.2526 -0.4186
C 1.3910 -0.4629 0.3516 -0.4509
C 0.3262 -0.4393 -0.4509 -0.1651
C -1.0755 -0.7932 -0.0491 -0.5750
C -2.0916 0.2632 -0.5517 -0.4808
C -1.7523 1.6559 -0.0402 -1.0967
H 3.4407 -1.2573 1.4964 0.2476
H 4.5745 -1.2578 0.0608 0.2698
H 1.4316 0.0085 1.3374 0.3331
H 0.4464 -0.1922 -1.5035 0.4002
H -1.1315 -0.7616 1.0390 0.3284
H -1.3434 -1.7356 -0.5258 0.2695
H -3.0426 -0.0121 -0.0888 0.3075
H -2.2227 0.2197 -1.6325 0.3308
H -2.6580 2.2750 0.0435 0.3583
H -1.4574 1.6820 1.0116 0.2991
H -1.1252 2.2505 -0.7029 0.3011
```

Calculated values
Energy relative to the best compared isomer or geometry (same formula, charge and spin) ... 50.9 kcal per mole
Max |F| ... 2.32 eV Å⁻¹
LUMO level ... 0.037 hartree
HOMO-LUMO gap ... 9.652 eV

***

2.
Here is C6H11N in the gas phase in a non-equilibrium geometry from the OMol25 dataset. Energies are from ωB97M-V with the def2-TZVPD basis set.

XYZ file:
```
18
Properties=species:S:1:pos:R:3:mulliken_charge:R:1
C -1.0779 -2.4935 -2.6721 -0.9572
C -0.5333 -1.2056 -2.0929 -0.3084
C -0.2033 -0.9834 -0.8094 -0.3742
C -0.3587 0.3020 -0.1196 -0.4192
C 0.4067 0.5804 0.9507 0.0312
N 0.4370 1.8072 1.5748 -0.2240
C 1.1975 2.0682 2.7951 -0.8001
H -2.1187 -2.6244 -2.3960 0.2412
H -0.4617 -3.3489 -2.3850 0.3016
H -1.0449 -2.4060 -3.7595 0.3000
H -0.4840 -0.3921 -2.8160 0.3415
H 0.2812 -1.7704 -0.2246 0.2713
H -1.1443 0.8929 -0.5558 0.3130
H 1.0749 -0.1907 1.3110 0.1961
H -0.4249 2.3272 1.5455 0.2599
H 0.5288 2.4008 3.5858 0.2715
H 1.8383 1.2214 3.0312 0.2984
H 1.8912 2.8846 2.5933 0.2574
```

Calculated values
Energy relative to the best compared isomer or geometry (same formula, charge and spin) ... 48.2 kcal per mole
Max |F| ... 1.58 eV Å⁻¹
LUMO level ... 0.039 hartree
HOMO-LUMO gap ... 8.071 eV

***

3.
Here is C6H11N in the gas phase in a non-equilibrium geometry from the OMol25 dataset. Energies are from ωB97M-V with the def2-TZVPD basis set.

XYZ file:
```
18
Properties=species:S:1:pos:R:3:mulliken_charge:R:1
C 2.1146 -0.0139 -0.1206 -1.2626
C 0.8812 -0.8693 0.1093 -0.5616
C -0.4754 -0.0530 0.1525 1.2764
C -1.6125 -1.1145 0.3101 -1.5828
C -0.7921 1.3477 -1.0055 -1.2093
C -0.4757 0.8816 1.2426 -0.0430
N -0.5086 1.7968 1.9490 -0.5771
H 2.0829 0.4305 -1.1191 0.2740
H 3.0399 -0.5945 -0.0350 0.4059
H 2.1501 0.7906 0.6202 0.3241
H 0.9775 -1.3789 1.0880 0.3496
H 0.8532 -1.7025 -0.6145 0.3676
H -1.5154 -1.6082 1.2925 0.3668
H -2.6025 -0.6603 0.2778 0.3985
H -1.5821 -1.9324 -0.4278 0.3703
H -1.7585 1.8793 -0.8402 0.3534
H -0.0521 2.1835 -1.0121 0.3048
H -0.7217 0.5807 -1.7313 0.4451
```

Calculated values
Energy relative to the best compared isomer or geometry (same formula, charge and spin) ... 45.7 kcal per mole
Max |F| ... 2.37 eV Å⁻¹
LUMO level ... 0.029 hartree
HOMO-LUMO gap ... 10.681 eV

***

4.
Here is a molecular structure, C6H11N in a non-equilibrium geometry from the OMol25 dataset. Energies are from ωB97M-V with the def2-TZVPD basis set.

XYZ file:
```
18
Properties=species:S:1:pos:R:3:mulliken_charge:R:1
C -1.0923 1.6967 -0.8456 -1.1991
C 0.2017 0.8539 -0.7874 -0.5282
C 0.1409 -0.2977 0.2811 0.9882
C 1.8597 -1.1067 0.8495 -0.9858
C -0.9284 -1.3362 -0.1516 -1.4695
C -0.1224 0.2194 1.5867 -0.0942
N -0.2362 0.6219 2.6653 -0.5610
H -1.9518 1.1274 -1.2111 0.2977
H -0.9793 2.5525 -1.5221 0.3814
H -1.3491 2.0966 0.1387 0.3394
H 1.0324 1.5200 -0.5488 0.3541
H 0.3862 0.4570 -1.7979 0.3663
H 2.5629 -0.3766 1.2645 0.2792
H 1.7107 -1.8984 1.5915 0.3023
H 1.6063 -1.1709 -0.1695 0.3967
H -0.9187 -2.2186 0.4877 0.4207
H -1.9352 -0.8932 -0.0709 0.3794
H -0.8320 -1.6727 -1.1944 0.3322
```

Calculated values
Energy relative to the best compared isomer or geometry (same formula, charge and spin) ... 66.0 kcal per mole
Max |F| ... 3.21 eV Å⁻¹
LUMO level ... 0.030 hartree
HOMO-LUMO gap ... 10.025 eV

***

5.
Here is C6H11N in the gas phase in a non-equilibrium geometry from the OMol25 dataset. Energies are from ωB97M-V with the def2-TZVPD basis set.

XYZ file:
```
18
Properties=species:S:1:pos:R:3:mulliken_charge:R:1
C -1.4926 -0.0854 1.9654 -0.6333
C -0.1935 -0.1013 1.6618 -0.2999
C 0.5514 1.1463 1.2955 -0.6879
N 1.1729 1.0567 -0.0226 -0.2622
C 0.4404 0.9553 -1.2707 -0.3514
C 0.4294 -0.1950 -1.9706 -0.4137
C -0.0986 -1.5356 -1.4958 -0.7557
H -2.1068 0.7593 1.6403 0.2354
H -2.0061 -1.0122 2.2394 0.3020
H 0.3161 -1.0043 1.3361 0.4765
H -0.1289 1.9781 1.5207 0.3652
H 1.3671 1.2305 2.0556 0.3069
H 1.9981 0.4816 -0.0404 0.3132
H -0.0353 1.8680 -1.6483 0.3343
H 0.5805 -0.0399 -3.0348 0.3307
H -0.7916 -1.8718 -2.2611 0.3266
H 0.6894 -2.2991 -1.3768 0.2267
H -0.6919 -1.3311 -0.5939 0.1867
```

Calculated values
Energy relative to the best compared isomer or geometry (same formula, charge and spin) ... 78.0 kcal per mole
Max |F| ... 1.77 eV Å⁻¹
LUMO level ... 0.034 hartree
HOMO-LUMO gap ... 8.838 eV

***

6.
Here is C6H11N in the gas phase in a non-equilibrium geometry from the OMol25 dataset. Energies are from ωB97M-V with the def2-TZVPD basis set.

XYZ file:
```
18
Properties=species:S:1:pos:R:3:mulliken_charge:R:1
C 1.7230 1.8673 0.6736 -1.0626
C 0.6105 1.5195 -0.2827 -0.3130
C 0.7968 0.5301 -1.1321 0.4307
N 0.9313 -0.5917 -1.6073 -0.6316
C 0.3153 -1.5662 -0.4179 -0.6241
C -0.7660 -1.0384 0.4957 -0.3077
C -2.0373 -0.5740 -0.2226 -1.0798
H 2.3326 2.6788 0.2666 0.3263
H 1.3435 2.1885 1.6498 0.3192
H 2.3825 1.0073 0.8375 0.2747
H -0.2260 2.1949 -0.4153 0.3540
H 1.1303 -1.9436 0.2268 0.3241
H -0.1014 -2.3483 -1.0423 0.4158
H -0.4690 -0.4232 1.3600 0.3449
H -0.8680 -2.0800 0.8735 0.3014
H -2.6625 0.0996 0.3741 0.2756
H -2.6361 -1.4542 -0.4729 0.3721
H -1.7993 -0.0665 -1.1646 0.2799
```

Calculated values
Energy relative to the best compared isomer or geometry (same formula, charge and spin) ... 58.0 kcal per mole
Max |F| ... 2.26 eV Å⁻¹
LUMO level ... 0.037 hartree
HOMO-LUMO gap ... 9.490 eV